{"formula": "H22O11", "method": "ωB97M-V/def2-TZVPD", "elements": ["O", "O", "O", "O", "O", "O", "O", "O", "O", "O", "O", "H", "H", "H", "H", "H", "H", "H", "H", "H", "H", "H", "H", "H", "H", "H", "H", "H", "H", "H", "H", "H", "H"], "xyz": [[-2.92, -2.62, 1.91], [0.60, 1.35, 1.61], [-1.69, 1.47, 2.87], [-2.34, 3.02, 0.12], [1.11, -1.11, -4.73], [0.14, 1.03, -3.28], [-2.61, -1.30, -3.43], [-0.33, 0.07, -0.31], [0.74, -1.99, 0.20], [2.77, 1.18, 2.47], [3.03, -1.90, 1.49], [-1.90, 3.05, 0.97], [1.14, 0.83, 1.01], [-2.21, -2.16, 1.44], [2.42, 0.56, 3.12], [2.82, 2.02, 2.95], [0.59, -1.22, 0.76], [-0.45, -0.49, -1.09], [0.28, 0.75, -0.60], [-2.36, -0.41, -3.18], [-3.67, -2.59, 1.31], [1.29, -2.06, -4.70], [-2.74, -1.75, -2.59], [-1.24, 2.20, 3.31], [0.99, 0.89, -3.70], [1.94, -0.72, -5.02], [-2.49, 1.33, 3.40], [-1.88, 3.68, -0.42], [1.68, -1.95, -0.01], [3.43, -2.55, 2.08], [0.34, 1.56, -2.50], [0.83, 1.02, 2.48], [2.73, -1.20, 2.08]], "energy_ev": -22877.2651, "orbital_gap_ev": 9.62, "e_above_lowest_kj_mol": 409.9, "smiles": "O.O.O.O.O.O.O.O.O.O.O", "mol_weight_g_mol": 198.16}